This record from the OMol25 dataset describes C44H30F24GeN8O3PSTl as an isolated structure in a non-equilibrium geometry. The level of theory is wB97M-V/def2-TZVPD.

```
113
Properties=species:S:1:pos:R:3:mulliken_charge:R:1
Tl -1.60323 -0.76960 0.04189 1.40
Ge 1.99331 1.26431 -2.20708 0.43
S -0.02776 1.47654 -1.48860 0.28
P -1.79459 -0.36753 4.57189 -0.33
F 0.33284 -1.20059 -6.55695 -0.34
F 4.65853 -2.03015 0.90989 -0.44
F -3.21577 -2.70325 -4.91722 -0.33
F -5.55133 -2.05883 -3.40142 -0.32
F 0.18741 1.06358 -8.06575 -0.34
F 1.94610 3.56704 -4.52834 -0.37
F 4.46433 2.33545 -4.01030 -0.37
F 2.43405 3.28562 0.15546 0.07
F 5.35558 -2.81157 -3.67609 -0.35
F 3.92494 -0.67861 -4.29086 -0.36
F 5.74263 -3.53361 -1.08854 -0.38
F 1.03549 3.42983 -7.03266 -0.33
F -4.96455 -1.40616 -1.42752 -0.26
F 3.99590 5.43009 0.41788 -0.32
F -4.71541 -4.65714 -3.71611 -0.29
F 3.18067 0.11000 0.31710 -0.45
F -1.89888 -4.08838 -3.90272 -0.32
F 5.75790 6.08747 -1.54307 -0.34
F -1.60612 -1.96615 -3.68198 -0.13
F -3.51916 -5.28939 -2.04016 -0.25
F 5.97522 4.52083 -3.75133 -0.33
F 1.29836 -1.09858 -4.06827 -0.46
F -5.33650 -4.19365 -1.69303 -0.29
F -3.92055 -0.65780 -3.15569 -0.23
O -4.18425 3.29576 -0.69964 -0.82
O -2.48070 1.85911 -1.01731 -0.64
O -2.73474 -2.83963 -1.38116 -0.87
N -1.84554 -3.16029 4.26224 0.33
N -3.47059 1.83627 4.39109 0.26
N 0.48883 -2.42623 -1.27144 0.95
N -3.23234 0.79004 2.45362 0.40
N -2.73290 -2.07749 2.55161 -0.08
N 1.00209 -0.03745 4.30953 0.44
N 0.60200 -2.47488 1.72870 0.87
N -0.16516 0.72828 2.60010 0.56
C -4.26152 -4.27346 -2.50157 0.48
C -3.44523 -2.92327 -2.48036 0.67
C -2.92037 0.76729 3.72891 -0.43
C -4.48509 -1.74556 -2.62341 0.29
C 1.15681 0.96425 2.36816 -0.90
C -2.16078 -1.93625 3.71986 0.15
C -2.98204 2.95226 -0.67952 -0.32
C -2.54761 -2.91206 -3.76612 0.43
C -3.38666 2.15379 5.79966 -0.89
C -0.35951 4.64073 1.50196 -0.65
C 1.58359 2.35248 -4.98733 0.09
C 0.69289 -3.84445 -1.00813 -0.51
C 4.06739 4.67852 -0.68819 -0.37
C 0.66221 1.11660 -6.81146 0.65
C -0.24215 0.12402 3.75779 -0.41
C 0.73568 -0.03180 -6.04455 0.08
C -4.16475 2.55343 3.45463 -0.58
C 1.24934 0.05390 -4.76454 0.28
C 3.26867 3.55626 -0.85107 0.02
C -1.16287 6.25493 -0.08169 -0.47
C -0.34318 5.93519 0.99460 -0.60
C 4.78369 -2.09590 -2.69722 0.00
C 4.43931 -1.70002 -0.37273 -0.43
C 4.27454 3.08997 -2.91389 0.88
C -2.23620 -4.10569 3.34634 -0.54
C 3.33550 2.73339 -1.96481 -0.25
C 1.33721 -0.67653 5.56218 -0.91
C 4.98992 -2.46416 -1.38214 1.22
C 4.96868 5.01101 -1.68028 0.84
C 1.14730 -3.81359 1.55088 -0.81
C 5.07859 4.20967 -2.80061 -0.08
C 1.09250 2.31637 -6.28231 0.07
C 4.01364 -0.97973 -2.98802 0.68
C -2.01336 3.99458 -0.13244 0.34
C 1.65988 -4.07821 0.14344 -0.35
C -1.18460 -3.44648 5.51528 -0.93
C -2.78202 -3.41995 2.30086 -0.59
C -1.99792 5.29136 -0.63390 -0.65
C 1.70659 1.22943 -4.19694 -0.39
C -4.00960 1.89454 2.26489 -0.80
C 3.41530 -0.19704 -2.01336 -0.83
C 1.89993 0.49056 3.41291 -0.70
C -1.18476 3.67777 0.93758 0.76
C 3.67428 -0.59910 -0.71433 0.84
H 1.97325 -5.12751 0.11788 0.55
H 0.60848 -0.40222 6.32415 0.34
H -3.17973 -3.79231 1.36962 0.35
H 1.18477 -1.75818 1.31126 -0.25
H -2.39708 2.52841 6.06630 0.27
H -1.18459 2.66343 1.31335 0.51
H 1.35518 -1.76373 5.46576 0.21
H -0.11503 -3.61734 5.37425 0.24
H -1.15141 7.26003 -0.49015 0.35
H 1.08361 -4.37812 -1.88724 0.50
H -3.60232 1.27467 6.40567 0.34
H -0.28230 -4.28201 -0.77649 0.22
H -4.12382 2.92311 6.02015 0.33
H -0.21275 -2.31035 -1.99476 -0.22
H -2.64285 5.53493 -1.46951 0.40
H 2.55997 -3.47621 -0.03113 -0.40
H 0.30656 6.68662 1.42960 0.38
H -2.08189 -5.15629 3.52306 0.46
H -4.38739 2.16310 1.28866 0.65
H 0.29047 4.37303 2.32914 0.39
H 0.46945 -2.25031 2.70596 -0.33
H 1.47145 1.44640 1.45976 0.67
H 1.33477 -1.98391 -1.61511 -0.75
H 2.95934 0.48186 3.60139 0.54
H -4.68213 3.46180 3.71025 0.42
H -1.32193 -2.60879 6.19704 0.34
H 2.32379 -0.34197 5.87748 0.36
H 0.34891 -4.53014 1.77634 0.32
H -1.62384 -4.33863 5.96084 0.39
H 1.97968 -4.03171 2.23982 0.37
```

Values from the calculation:
- Net charge: -2
- Energy: -7744.32465 Eh
- LUMO level: 3.31 eV
- Orbital gap: 5.972 eV